Entry 1:
Here is a single C6H9F molecule in a non-equilibrium geometry from OMol25. Energies are from ωB97M-V/def2-TZVPD.

Positions of all 16 atoms, in Å:
C1 -0.72091 -1.97505 1.45844
C2 -0.41332 -0.78202 0.72228
C3 -0.18958 -0.64137 -0.52709
C4 0.38177 0.48536 -1.21551
C5 -0.20745 1.90015 -0.84226
C6 1.16376 1.42894 -0.35635
F1 2.10331 2.11517 -1.02876
H1 -1.35938 -1.78354 2.30495
H2 0.18670 -2.41158 2.02232
H3 -0.95906 -2.81026 0.80424
H4 -0.61313 0.01925 1.46281
H5 -0.33851 -1.52030 -1.17030
H6 0.71188 0.18636 -2.22526
H7 -0.06547 2.52168 -1.73963
H8 -1.13200 1.85351 -0.34969
H9 1.45139 1.41371 0.67981

Atoms 1-6, force components in eV/Å:
1.6762 -2.9963 1.2110
-1.4639 1.5378 4.0037
0.3389 -1.5568 -2.8101
-0.0056 0.8920 0.3639
2.2995 -1.3101 -2.2753
-1.8432 1.1937 -0.8511

molecular weight	100.1	u
relative energy (zero: lowest compared OMol25 entry of this formula, charge and spin)	46.8	kcal per mole
SMILES string	C/C=C/[C@H]1C[C@@H]1F
net charge	0

***

Entry 2:
Here is a molecular structure, C6H9F7GaO5S2 from OMol25. Energies are from ωB97M-V/def2-TZVPD.

Positions of all 30 atoms, in Å:
O1 -0.32736 0.27563 -0.11319
S1 -0.19084 1.29517 0.92426
O2 0.15578 0.88310 2.27404
Ga1 1.14886 3.19747 0.22464
S2 2.48331 3.68385 1.99687
C1 -2.02700 1.71467 1.16154
F1 -2.63685 0.61984 1.62446
F2 -2.13277 2.67664 2.11028
C2 -2.76956 2.19449 -0.11702
F3 -1.88733 2.68006 -1.00347
F4 -3.40751 1.15969 -0.68314
C3 -3.83021 3.29958 0.09505
F5 -3.27555 4.45215 0.48734
F6 -4.72728 2.91235 1.01736
F7 -4.48756 3.51999 -1.06211
H1 0.14051 4.36394 -0.08733
H2 1.95014 2.56418 -0.96441
H3 1.83057 4.80540 2.32450
C4 0.24414 -2.83961 0.31007
O3 0.78891 -4.01017 -0.34065
C5 2.00060 -3.86056 -0.84941
O4 2.70574 -2.88830 -0.77834
O5 2.35197 -5.01750 -1.44520
C6 3.65706 -4.99128 -2.02317
H4 -0.72338 -3.16261 0.67961
H5 0.88700 -2.52894 1.13110
H6 0.14158 -2.00849 -0.38242
H7 4.41270 -4.79734 -1.26296
H8 3.72526 -4.21796 -2.78710
H9 3.79908 -5.97546 -2.46120

Atoms 1-6, force components in eV/Å:
0.1379 -0.1952 -0.0353
-0.3723 0.0093 0.0315
0.0114 -0.2987 0.0251
0.2332 0.4810 -0.2431
0.0521 -0.0107 0.0256
0.1582 0.4802 -0.0573

molecular weight	428.0	u
calculated total energy	-4030.547734	hartree
net charge	-1

***

Entry 3:
Here is a single C6H9FO molecule in a non-equilibrium geometry from OMol25. Energies are from ωB97M-V/def2-TZVPD.

Positions of all 17 atoms, in Å:
C1 -0.10846 -3.04165 2.18215
C2 -0.05173 -2.07567 1.21484
C3 -0.57491 -0.73927 1.32956
F1 -0.98228 -0.16349 2.46320
C4 -0.24420 0.40273 0.13522
C5 -0.39781 1.83823 0.36501
O1 -0.10538 -0.21200 -1.09799
C6 0.54616 0.63317 -2.04757
H1 0.24142 -4.09889 1.90833
H2 -0.47892 -2.68937 3.16975
H3 0.08890 -2.25512 0.09816
H4 0.42659 2.50243 0.12584
H5 -0.59727 2.04972 1.48542
H6 -1.09445 2.34307 -0.22121
H7 -0.01257 1.27371 -2.58298
H8 0.93531 -0.14683 -2.86990
H9 1.27133 1.09406 -1.49333

Atoms 1-6, force components in eV/Å:
0.5332 0.1056 -1.0053
-1.5880 -0.1169 -1.0197
2.1998 4.5679 -4.9305
0.0912 -0.4297 0.4819
-1.4607 -6.0939 3.7514
0.6879 0.7401 2.7266

molecular weight	116.1	u
relative energy (zero: lowest compared OMol25 entry of this formula, charge and spin)	94.7	kcal per mole
SMILES string	C=C/C(F)=C(/C)OC
net charge	0

***

Entry 4:
Here is a gas-phase ion, C6H9INO (charge +1) in a non-equilibrium geometry from OMol25. Energies are from ωB97M-V/def2-TZVPD.

Positions of all 18 atoms, in Å:
C1 -0.11318 -0.68124 -1.83623
C2 -0.06615 -0.58911 -0.37595
C3 1.06661 0.36657 0.08188
I1 3.08301 -0.39935 0.03180
C4 0.86669 1.83258 0.13131
C5 0.92218 2.82545 -0.89125
O1 0.47710 2.49117 -1.95099
N1 0.62191 1.35858 1.26240
C6 0.16502 1.23035 2.57213
H1 0.64615 -0.10962 -2.30972
H2 -1.11244 -0.22973 -2.12096
H3 -0.02856 -1.67772 -2.20564
H4 0.19703 -1.63402 0.00963
H5 -1.08453 -0.41370 0.01983
H6 1.49417 3.83096 -0.84176
H7 -0.44064 2.17994 2.82563
H8 0.98743 1.20171 3.39310
H9 -0.48274 0.45011 2.79018

Atoms 1-6, force components in eV/Å:
-2.1751 0.9979 -1.7946
1.2423 -1.8697 2.4387
-1.0398 0.1772 1.1143
-1.0245 0.4803 0.1370
0.0266 -2.6048 1.0964
1.2681 3.8447 -2.0712

molecular weight	238.0	u
relative energy (zero: lowest compared OMol25 entry of this formula, charge and spin)	69.6	kcal per mole
SMILES string	CC[C@@]1(I)C(C=O)=[N+]1C
net charge	+1

***

Entry 5:
Here is a molecular structure, C6H9MnN13O6P2 from OMol25. Energies are from ωB97M-V/def2-TZVPD.

Positions of all 37 atoms, in Å:
Mn1 0.18110 -1.07890 0.57710
N1 -1.00546 2.25512 -0.94701
C1 -0.05150 2.60242 0.15470
C2 0.05905 4.12378 0.19778
P1 -0.88158 1.93830 1.67374
O1 0.01231 2.57869 2.83761
O2 -2.24774 2.51989 1.66345
O3 -0.67648 0.44890 1.62037
P2 1.60098 1.81366 0.02327
O4 2.17236 2.43702 -1.37571
O5 2.33814 2.35095 1.19665
O6 1.47267 0.34087 -0.23867
H1 -1.92639 2.58647 -0.63851
H2 -1.13008 1.19788 -1.19184
H3 -0.73963 2.71448 -1.81654
H4 -0.91973 4.56130 0.41011
H5 0.44139 4.50912 -0.75263
H6 0.74903 4.41847 0.98392
H7 0.95654 2.40141 2.63678
H8 2.26281 1.69799 -1.99145
N2 0.87154 -2.86494 -2.30663
C3 1.60839 -3.15243 -1.17284
N3 2.55348 -4.07420 -1.14419
N4 3.00855 -4.02494 0.12880
N5 2.36992 -3.13540 0.80279
N6 1.45504 -2.54708 -0.00201
C4 -0.06853 -1.87536 -2.37646
N7 -0.61020 -1.45044 -3.52124
N8 -1.38971 -0.43009 -3.16098
N9 -1.32477 -0.26394 -1.87788
N10 -0.50410 -1.17775 -1.33727
H9 1.08687 -3.37395 -3.14305
N11 -1.05842 -2.37372 1.45469
C5 -1.82410 -3.10127 1.93549
N12 -2.74947 -3.90421 2.35332
C6 -2.92261 -4.17570 3.62650
N13 -3.16963 -4.49237 4.71783

Atoms 1-6, force components in eV/Å:
0.1491 0.0993 -0.0276
-0.0259 -0.2239 -0.0666
0.0529 0.0554 -0.0092
-0.0097 -0.0318 0.0026
0.0177 -0.0112 0.0431
0.0570 -0.0011 0.0102

2S+1	2
molecular weight	476.1	u
relative energy (zero: lowest compared OMol25 entry of this formula, charge and spin)	0.0	kcal per mole
net charge	-2
⟨S²⟩	0.9078

***

Entry 6:
Here is a molecular structure, C6H9N in a non-equilibrium geometry from OMol25. Energies are from ωB97M-V/def2-TZVPD.

Positions of all 16 atoms, in Å:
C1 -0.94001 -2.24578 0.32113
C2 0.33486 -1.44303 0.52274
C3 0.15294 0.02689 0.12861
C4 0.72585 0.52933 -1.15200
N1 0.67611 1.78904 -1.58944
C5 -1.01256 0.96405 0.54053
C6 0.03320 1.02145 1.36854
H1 -1.76420 -1.69211 0.77587
H2 -1.17608 -2.32890 -0.74679
H3 -0.94281 -3.27966 0.67217
H4 0.66404 -1.46980 1.56241
H5 1.16562 -1.81394 -0.09196
H6 1.13728 -0.23073 -1.85075
H7 1.33350 1.66954 -0.67625
H8 -1.52626 1.59314 -0.16947
H9 0.99743 1.54443 1.47041

Atoms 1-6, force components in eV/Å:
-0.3084 -0.1265 -0.5184
-0.1248 0.4186 -0.6263
0.1531 0.2922 -0.0291
-1.3862 -0.9779 -0.3748
2.1453 -1.4216 1.4788
-1.0862 -0.8496 -0.2920

2S+1	2
molecular weight	95.1	u
relative energy (zero: lowest compared OMol25 entry of this formula, charge and spin)	118.9	kcal per mole
net charge	-1
⟨S²⟩	0.7584

***

Entry 7:
Here is a single C6H9N molecule in a non-equilibrium geometry from OMol25. Energies are from ωB97M-V/def2-TZVPD.

Positions of all 16 atoms, in Å:
C1 1.54676 0.96239 -0.12718
C2 0.52545 -0.07706 0.16008
C3 -0.82577 -0.03386 -0.08186
C4 -1.55635 1.25048 -0.42931
C5 -1.60681 -1.16346 0.11838
C6 0.25397 -2.39065 0.52668
N1 0.99898 -1.30754 0.57871
H1 1.06578 1.90841 -0.36909
H2 2.18337 0.68069 -0.97669
H3 2.20986 1.13611 0.72516
H4 -2.56410 1.12021 -0.84549
H5 -0.97773 1.81866 -1.15651
H6 -1.67914 1.84437 0.48219
H7 -2.31078 -1.29745 -0.74270
H8 0.81623 -3.18088 1.11094
H9 1.92029 -1.27042 1.02670

Atoms 1-6, force components in eV/Å:
0.1785 0.2956 0.0158
0.0486 0.3227 0.0518
0.0401 -0.0011 0.1771
0.0911 0.1090 -0.1069
1.6353 -1.1612 0.0805
-0.6430 0.8277 -0.2337

molecular weight	95.1	u
relative energy (zero: lowest compared OMol25 entry of this formula, charge and spin)	123.2	kcal per mole
net charge	0

***

Entry 8:
Here is a single C6H9N molecule from OMol25. Energies are from ωB97M-V/def2-TZVPD.

Positions of all 16 atoms, in Å:
C1 0.35313 0.19372 2.58424
C2 0.17045 -0.09452 1.12427
C3 0.19556 -1.33191 0.54758
N1 -0.00129 -1.19575 -0.80918
C4 -0.13858 0.13510 -1.10913
C5 -0.35049 0.61917 -2.50418
C6 -0.04397 0.83213 0.07099
H1 0.51523 -0.72056 3.16953
H2 -0.51014 0.71742 3.00851
H3 1.23075 0.83423 2.72831
H4 -0.03946 -2.21526 1.10223
H5 -0.03811 -1.94874 -1.47646
H6 -1.29435 0.25191 -2.92413
H7 -0.38848 1.71080 -2.50963
H8 0.45776 0.30893 -3.17530
H9 -0.11802 1.90332 0.17235

Atoms 1-6, force components in eV/Å:
0.0008 0.1074 0.0397
0.1047 -0.0036 -0.0163
-0.6697 0.1329 0.3275
-0.1198 0.1222 0.1023
0.0191 -0.0307 0.0193
-0.0067 0.0524 -0.0955

molecular weight	95.1	u
relative energy (zero: lowest compared OMol25 entry of this formula, charge and spin)	5.0	kcal per mole
SMILES string	Cc1c[nH]c(C)c1
net charge	0